Entry from OMol25: a cluster of 9 separate species, C27H32ClF8INO24 in total (ωB97M-V/def2-TZVPD).

XYZ file:
```
94
C27H32ClF8INO24 ωB97M-V/def2-TZVPD
C 0.86335 -0.49665 0.37480
C -0.63147 0.16227 0.72484
C -1.71449 -0.52019 -0.31485
I -1.47585 -2.72156 -0.03477
N -3.16570 -0.23533 0.01688
Cl -3.73624 1.31811 -0.47525
H 1.09860 -1.41106 1.09082
H 0.84272 -0.84754 -0.76592
H 1.72415 0.32827 0.42119
H -0.90475 -0.00885 1.87111
H -0.52546 1.32999 0.58952
H -1.39833 -0.18568 -1.39510
H -3.30920 -0.45335 1.03243
H -3.73819 -0.95010 -0.51474
C 2.70330 5.01171 -0.77793
C 1.86707 3.78542 -0.91442
O 2.72952 2.75058 -0.49949
C 3.57533 3.33195 0.39677
O 4.28094 2.71098 1.17419
O 3.53101 4.69730 0.32388
F 1.53437 3.56998 -2.20692
H 3.32692 5.19938 -1.65841
H 2.10388 5.90354 -0.57608
H 0.96574 3.78523 -0.29222
C 5.90058 1.63595 -1.96370
C 7.28031 1.63653 -2.52765
O 7.33493 2.83740 -3.26373
C 6.47685 3.68289 -2.62694
O 6.45451 4.89067 -2.79619
O 5.64848 3.01304 -1.76870
F 7.45189 0.60422 -3.38355
H 5.15934 1.22607 -2.65792
H 5.83741 1.08829 -1.01952
H 8.07377 1.63100 -1.77272
C 10.88031 1.17125 -3.57894
C 10.66050 2.27203 -2.59830
O 11.93959 2.47943 -2.04352
C 12.81408 2.13009 -3.02836
O 13.99707 2.42741 -3.03032
O 12.20194 1.41179 -4.01871
F 9.82642 1.87804 -1.60999
H 10.82550 0.17820 -3.12043
H 10.17582 1.21139 -4.41409
H 10.29687 3.20411 -3.04385
C -1.75816 5.27691 -1.66710
C -2.72120 6.11021 -0.89259
O -2.14681 6.16825 0.39333
C -0.80423 6.06039 0.18712
O 0.04094 6.34071 1.02077
O -0.51936 5.60672 -1.07165
F -3.92139 5.49558 -0.79556
H -1.94070 4.20301 -1.55396
H -1.75876 5.52250 -2.73250
H -2.85225 7.12489 -1.28345
C -1.08470 -6.96654 3.26755
C -0.22998 -5.75878 3.08739
O -0.13935 -5.62511 1.68710
C -1.29894 -6.15363 1.20473
O -1.71256 -5.97594 0.07105
O -1.94684 -6.90160 2.14931
F 1.01259 -5.97003 3.57633
H -0.51261 -7.89969 3.23100
H -1.65180 -6.93913 4.20191
H -0.64975 -4.84352 3.51822
C -5.94785 -4.56277 -1.11407
C -5.57114 -4.71514 -2.54814
O -5.55656 -3.38971 -3.02764
C -5.23068 -2.62554 -1.94759
O -4.85384 -1.46752 -2.01718
O -5.37020 -3.31781 -0.77593
F -6.51816 -5.40253 -3.22512
H -7.03149 -4.51283 -0.96371
H -5.54376 -5.36475 -0.49042
H -4.59025 -5.17536 -2.70810
C -7.97053 1.62580 -1.68083
C -7.59601 1.94318 -0.27346
O -8.57807 1.27688 0.48713
C -8.94545 0.20478 -0.26938
O -9.56586 -0.75435 0.15843
O -8.52691 0.33153 -1.56562
F -7.69957 3.26973 -0.03430
H -8.72463 2.31048 -2.08324
H -7.10637 1.62283 -2.35062
H -6.60153 1.58824 0.01731
C -2.39431 -3.55152 6.91267
C -2.97046 -4.24210 5.72404
O -2.48296 -5.55959 5.83997
C -2.32324 -5.76207 7.17794
O -2.18233 -6.85918 7.69210
O -2.34794 -4.58544 7.87537
F -2.49082 -3.70988 4.57759
H -1.38114 -3.17583 6.73454
H -3.02007 -2.72350 7.25648
H -4.06533 -4.25545 5.69965
```

Properties
Strongest force on any atom (eV/Å): 4.047
Total charge: +1
Kohn-Sham gap (hartree): 0.290
LUMO (eV): -4.5

These are the Löwdin partial charges, in e, on atoms 1 to 6:
1. C -0.174
2. C -0.282
3. C -0.678
4. I 1.051
5. N -0.426
6. Cl 0.777